*1*
{"formula": "C3H12O3", "method": "ωB97M-V with the def2-TZVPD basis set", "symbols": ["O", "O", "O", "C", "C", "C", "H", "H", "H", "H", "H", "H", "H", "H", "H", "H", "H", "H"], "positions_angstrom": [[-12.895, 23.841, 26.456], [-12.273, 21.923, 36.775], [-14.219, 24.120, 30.670], [-15.158, 23.119, 30.790], [-11.894, 22.910, 26.687], [-12.550, 22.101, 35.462], [-15.248, 22.686, 31.786], [-12.963, 23.099, 35.308], [-14.967, 22.424, 29.972], [-14.235, 24.458, 29.771], [-16.130, 23.575, 30.602], [-13.244, 23.693, 25.574], [-13.008, 21.804, 37.381], [-11.599, 22.176, 34.936], [-13.179, 21.293, 35.089], [-11.994, 22.287, 27.576], [-11.830, 22.324, 25.770], [-10.892, 23.316, 26.543]], "lowdin_charge": [-0.113, -0.111, -0.117, -0.194, -0.192, -0.214, 0.081, 0.076, 0.077, 0.079, 0.072, 0.077, 0.085, 0.083, 0.081, 0.083, 0.073, 0.074], "lumo_energy_ev": 0.70, "homo_ev": -10.07, "gap_ha": 0.396, "smiles": "CO.CO.CO"}

***

*2*
{"formula": "C3H12O3", "method": "ωB97M-V with the def2-TZVPD basis set", "symbols": ["O", "O", "O", "C", "C", "C", "H", "H", "H", "H", "H", "H", "H", "H", "H", "H", "H", "H"], "positions_angstrom": [[-1.475, -0.991, -2.901], [-2.119, -0.300, -0.141], [6.295, -1.594, -0.893], [-1.153, -0.026, 2.066], [-1.373, 1.867, 0.441], [-1.124, 0.382, 0.601], [-1.363, 2.184, -0.598], [-0.605, 2.449, 0.947], [-2.095, 0.329, 2.482], [-0.605, -0.578, -2.942], [-2.356, 2.144, 0.823], [-0.127, 0.202, 0.189], [-0.363, 0.462, 2.622], [-1.116, -1.101, 2.193], [6.200, -2.356, -1.478], [-1.923, -0.471, -2.209], [7.225, -1.360, -0.995], [-1.923, -1.242, -0.207]], "lowdin_charge": [-0.071, -0.064, -0.066, -0.054, -0.060, -0.508, 0.076, 0.083, 0.083, 0.031, 0.085, 0.135, 0.078, 0.075, 0.034, 0.012, 0.032, 0.099], "lumo_energy_ev": 0.81, "homo_ev": -10.58, "gap_ha": 0.419, "smiles": "CC(C)O.O.O"}

***

Among the structures shown above, *2* is the most stable, with the second-best lying 52.0 kcal/mol higher.